{"formula": "H4N4O", "method": "ωB97M-V/def2-TZVPD", "species": ["N", "N", "N", "N", "O", "H", "H", "H", "H"], "coordinates": [[-2.391, 0.166, 0.149], [-0.499, 1.346, 0.079], [0.838, -1.086, 0.158], [-1.212, 0.221, -0.115], [-3.262, -0.596, -0.173], [-0.725, 2.188, -0.466], [0.457, 1.085, 0.169], [0.399, -1.855, 0.562], [1.153, -0.493, 0.807]], "nbo_charge": [0.29, -0.61, -0.83, 0.09, -0.33, 0.39, 0.40, 0.32, 0.28], "e_tot_ha": -296.37062, "orbital_gap_ev": [5.75, 5.75], "e_above_lowest_kcal_mol": 97.4}

{"formula": "C3H5NO", "method": "ωB97M-V/def2-TZVPD", "species": ["C", "O", "C", "C", "N", "H", "H", "H", "H", "H"], "coordinates": [[-0.816, 0.885, 0.300], [-0.830, -0.066, -0.762], [0.398, -0.740, -0.824], [0.997, -0.703, 0.532], [1.364, -0.647, 1.628], [-1.831, 0.991, 0.654], [-0.409, 1.835, -0.065], [-0.208, 0.518, 1.178], [1.100, -0.283, -1.539], [0.235, -1.790, -1.102]], "nbo_charge": [-0.29, -0.51, -0.16, 0.25, -0.31, 0.20, 0.17, 0.21, 0.21, 0.23], "e_tot_ha": -247.24166, "orbital_gap_ev": 11.45, "e_above_lowest_kcal_mol": 41.1}

{"formula": "CH5NOS", "method": "ωB97M-V/def2-TZVPD", "species": ["S", "H", "H", "C", "N", "O", "H", "H", "H"], "coordinates": [[-1.714, -1.263, 0.458], [-1.194, -2.486, 0.290], [-2.678, -1.450, -0.452], [1.629, 0.797, -0.170], [0.553, 1.359, 0.490], [1.872, 0.898, -1.343], [2.130, 0.107, 0.534], [-0.008, 1.925, -0.129], [0.053, 0.737, 1.109]], "nbo_charge": [-0.31, 0.15, 0.16, 0.54, -0.84, -0.58, 0.09, 0.39, 0.39], "e_tot_ha": -569.27593, "orbital_gap_ev": 10.65, "e_above_lowest_kcal_mol": 7.7}

{"formula": "H4N2O2S", "method": "ωB97M-V/def2-TZVPD", "species": ["N", "N", "O", "O", "S", "H", "H", "H", "H"], "coordinates": [[0.845, 0.413, 0.034], [1.504, 0.570, 1.241], [-1.117, -1.238, -0.047], [-0.841, 0.383, -1.861], [-0.638, 0.319, -0.242], [1.353, -0.312, 1.691], [1.064, 1.352, 1.768], [-2.022, -1.514, -0.164], [-0.149, 0.027, -2.421]], "nbo_charge": [-0.80, -0.63, -0.94, -0.88, 1.56, 0.35, 0.33, 0.50, 0.50], "e_tot_ha": -660.45680, "orbital_gap_ev": 9.23, "e_above_lowest_kcal_mol": 73.8}

{"formula": "C34H50AsF6N4O5PS2SiW", "method": "ωB97M-V/def2-TZVPD", "species": ["W", "C", "C", "O", "P", "S", "S", "O", "C", "C", "H", "H", "H", "H", "H", "H", "H", "H", "H", "H", "C", "Si", "C", "N", "C", "C", "C", "C", "C", "C", "C", "C", "C", "C", "C", "C", "C", "C", "C", "C", "C", "H", "H", "H", "H", "H", "H", "H", "H", "H", "H", "H", "H", "H", "H", "H", "H", "H", "H", "H", "H", "H", "H", "H", "H", "N", "C", "C", "C", "C", "N", "C", "C", "H", "H", "H", "H", "F", "As", "F", "F", "F", "F", "F", "N", "C", "C", "O", "O", "H", "H", "H", "H", "H", "C", "C", "C", "O", "H", "H", "H", "H", "H", "H", "H"], "coordinates": [[-0.347, -0.468, -0.685], [-2.777, 4.231, -3.422], [-2.306, 3.108, -4.312], [-2.629, 1.849, -3.678], [-1.454, 0.766, -3.559], [-2.116, -0.733, -2.354], [-0.321, 1.644, -1.609], [-1.372, 0.289, -5.092], [-0.479, -0.830, -5.394], [-1.198, -1.797, -6.296], [-2.577, 5.197, -3.890], [-2.265, 4.196, -2.459], [-3.850, 4.148, -3.243], [-1.228, 3.172, -4.492], [-2.801, 3.118, -5.282], [-0.183, -1.329, -4.472], [0.411, -0.412, -5.868], [-2.097, -2.168, -5.805], [-0.551, -2.652, -6.497], [-1.471, -1.328, -7.242], [-1.625, 0.617, 0.698], [-0.737, 1.547, 2.045], [0.997, 2.102, 1.495], [1.841, 1.204, 0.674], [2.691, 2.009, -0.223], [3.711, 2.870, 0.520], [4.525, 2.024, 1.520], [4.186, 0.547, 1.361], [2.686, 0.310, 1.502], [-1.624, 3.172, 2.386], [-1.815, 4.078, 1.337], [-2.488, 5.275, 1.527], [-2.994, 5.592, 2.782], [-2.822, 4.707, 3.835], [-2.145, 3.510, 3.635], [-0.670, 0.608, 3.672], [0.290, 0.931, 4.636], [0.334, 0.283, 5.863], [-0.596, -0.705, 6.157], [-1.573, -1.028, 5.226], [-1.609, -0.372, 4.002], [-2.215, 1.357, 0.165], [-2.338, -0.058, 1.179], [1.554, 2.482, 2.365], [0.779, 2.996, 0.899], [2.049, 2.622, -0.849], [3.213, 1.325, -0.893], [3.197, 3.683, 1.036], [4.362, 3.346, -0.217], [4.298, 2.331, 2.545], [5.595, 2.188, 1.383], [4.692, -0.059, 2.116], [4.545, 0.182, 0.394], [2.415, 0.467, 2.549], [2.444, -0.722, 1.279], [-1.443, 3.842, 0.341], [-2.624, 5.959, 0.697], [-3.522, 6.526, 2.935], [-3.218, 4.947, 4.815], [-2.023, 2.832, 4.475], [1.028, 1.700, 4.430], [1.092, 0.548, 6.590], [-0.564, -1.216, 7.111], [-2.309, -1.790, 5.455], [-2.384, -0.641, 3.289], [6.362, -1.483, -4.277], [5.342, -1.314, -3.781], [4.065, -1.091, -3.148], [3.668, -1.871, -2.079], [2.433, -1.614, -1.517], [1.628, -0.642, -1.944], [2.031, 0.112, -2.957], [3.235, -0.084, -3.605], [4.275, -2.677, -1.695], [2.076, -2.215, -0.700], [1.366, 0.912, -3.239], [3.512, 0.546, -4.438], [0.088, -2.821, -1.633], [0.238, -4.134, -2.836], [1.143, -3.015, -3.826], [1.716, -4.549, -2.021], [0.461, -5.399, -3.967], [-0.633, -5.162, -1.747], [-1.210, -3.618, -3.601], [-4.202, -2.612, 1.693], [-4.003, -3.558, 0.581], [-2.879, -3.166, -0.371], [-1.058, -4.475, 0.969], [-2.375, -2.054, 0.062], [-3.973, -3.009, 2.592], [-5.136, -2.235, 1.736], [-2.885, -1.763, 0.881], [-4.900, -3.654, -0.033], [-3.759, -4.563, 0.926], [1.186, -2.336, 2.882], [0.138, -2.510, 1.806], [0.214, -3.938, 1.252], [0.297, -1.511, 0.765], [0.920, -2.975, 3.728], [1.232, -1.318, 3.239], [2.175, -2.644, 2.530], [-0.852, -2.365, 2.241], [0.858, -3.950, 0.370], [-1.057, -4.810, 0.063], [0.690, -4.565, 2.013]], "mulliken_charge": [1.48, -0.99, -0.28, -0.19, 0.85, -0.79, -0.76, -0.45, 0.71, -1.51, 0.39, 0.08, 0.30, 0.32, 0.38, -0.36, 0.24, 0.28, 0.38, 0.39, -0.62, -0.88, -1.68, 1.79, -1.04, -0.75, -0.80, -1.13, 0.60, 0.66, -0.27, -0.78, -0.58, -0.77, -0.32, 1.16, -0.26, -0.71, -0.70, -0.48, -0.52, 0.85, -0.09, 0.63, 0.78, 0.49, 0.25, 0.22, 0.53, 0.30, 0.46, 0.54, 0.29, 0.12, -0.88, 0.06, 0.45, 0.38, 0.41, 0.31, 0.39, 0.42, 0.39, 0.40, 0.36, -0.51, -0.41, 0.36, -0.87, 0.35, 1.54, -0.69, -1.11, 0.63, -0.68, 0.52, 0.58, -0.38, 2.26, -0.50, -0.48, -0.49, -0.57, -0.44, -0.60, -0.67, -0.54, -0.63, 0.67, 0.21, 0.20, 0.04, 0.42, 0.30, -1.78, 1.55, -0.76, 0.37, 0.57, 0.08, 0.39, -0.26, 0.09, 0.41, 0.39], "e_tot_ha": -6250.17179, "multiplicity": 3, "orbital_gap_ev": [6.23, 6.89], "e_above_lowest_kcal_mol": 9.9, "s2": 2.030}

{"formula": "C7H11N", "method": "ωB97M-V/def2-TZVPD", "species": ["C", "C", "C", "C", "C", "C", "C", "H", "H", "H", "H", "H", "H", "H", "H", "H", "H", "H", "N"], "coordinates": [[-1.984, 0.742, -0.227], [-1.895, -0.774, 0.141], [-0.360, -0.600, -0.333], [1.014, -0.935, -0.050], [1.682, -0.078, 0.964], [1.220, 1.124, -0.141], [-0.411, 0.844, 0.127], [-2.577, 1.495, 0.317], [-2.175, 0.754, -1.381], [-2.534, -1.430, -0.400], [-1.881, -1.056, 1.252], [-0.344, -0.620, -1.437], [1.253, -2.000, -0.376], [2.857, 0.049, 0.764], [1.239, -0.252, 1.957], [1.424, 2.132, -0.246], [2.505, -0.204, -0.930], [-0.598, 0.854, 1.136], [1.564, -0.042, -1.135]], "nbo_charge": [-0.38, -0.39, -0.23, -0.11, -0.41, -0.03, -0.25, 0.21, 0.20, 0.21, 0.20, 0.22, 0.21, 0.21, 0.21, 0.21, 0.33, 0.16, -0.58], "e_tot_ha": -327.84730, "orbital_gap_ev": 10.31, "e_above_lowest_kcal_mol": 151.0}